Computed, not measured: 5 unconnected molecules or ions with the total composition C9H16Cl12 at a distorted geometry, with ωB97M-V/def2-TZVPD.

Element x y z (Å)
Cl: -1.67 -0.47 -0.94
C: -2.16 -1.36 0.49
Cl: -3.50 -2.49 0.14
Cl: -0.79 -2.52 0.88
Cl: -2.62 -0.42 1.93
Cl: -5.84 1.48 8.55
C: -4.18 1.86 8.06
C: -3.27 2.05 9.25
Cl: -3.56 3.61 10.11
H: -4.28 2.63 7.29
H: -3.87 1.02 7.44
H: -2.19 2.07 9.10
H: -3.41 1.20 9.92
Cl: 2.36 3.15 -0.44
C: 1.57 3.61 1.09
C: 2.18 2.77 2.21
Cl: 3.65 3.53 2.88
H: 0.56 3.30 0.81
H: 1.61 4.69 1.25
H: 2.46 1.78 1.86
H: 1.47 2.70 3.03
Cl: -0.81 -0.12 -10.10
C: -0.68 -1.11 -8.61
C: -0.68 -0.30 -7.30
Cl: -2.34 0.18 -6.78
H: 0.16 -1.77 -8.81
H: -1.63 -1.65 -8.61
H: -0.08 0.61 -7.36
H: -0.30 -0.90 -6.47
Cl: 3.71 -1.99 -3.83
C: 3.52 -3.61 -3.21
C: 4.23 -3.85 -1.93
Cl: 6.01 -3.61 -2.07
H: 3.89 -4.26 -4.01
H: 2.46 -3.82 -3.13
H: 4.08 -4.86 -1.53
H: 3.97 -3.13 -1.15

Its SMILES is ClC(Cl)(Cl)Cl.ClCCCl.ClCCCl.ClCCCl.ClCCCl. Its charge is 0. For the LUMO energy, the calculation gives -0.292 eV. The value obtained for the orbital gap is 0.387 Ha. Its HOMO energy is -10.8108 eV.

***

Computed, not measured: 10 unconnected molecules or ions with the total composition C20H60O14 at a distorted geometry, with ωB97M-V/def2-TZVPD.

Element x y z (Å)
O: -5.22 -2.17 -0.23
C: -5.00 -2.08 -1.63
C: -3.52 -1.97 -1.98
O: -2.76 -3.15 -1.87
H: -5.41 -1.28 0.07
H: -5.41 -2.98 -2.11
H: -5.61 -1.31 -2.12
H: -3.04 -1.16 -1.41
H: -3.54 -1.62 -3.02
H: -2.78 -3.39 -0.94
O: -2.05 3.57 -4.68
C: -2.51 2.58 -3.74
C: -1.63 1.37 -3.80
O: -0.37 1.50 -3.13
H: -2.33 4.45 -4.39
H: -2.72 2.96 -2.74
H: -3.52 2.36 -4.12
H: -1.50 1.01 -4.82
H: -2.16 0.61 -3.21
H: 0.25 1.85 -3.78
O: 4.63 -4.24 2.52
C: 3.36 -3.86 2.04
C: 2.79 -4.94 1.10
O: 3.60 -5.06 -0.07
H: 4.60 -4.89 3.22
H: 2.61 -3.92 2.84
H: 3.40 -2.84 1.66
H: 1.75 -4.71 0.86
H: 2.81 -5.87 1.67
H: 3.86 -4.18 -0.34
O: -1.26 -2.08 6.07
C: -1.96 -0.91 5.59
C: -2.13 -1.09 4.08
O: -1.03 -0.62 3.32
H: -0.93 -1.91 6.95
H: -2.91 -0.89 6.13
H: -1.28 -0.09 5.80
H: -3.05 -0.55 3.82
H: -2.29 -2.15 3.89
H: -0.88 -1.27 2.62
C: 2.54 -0.31 4.46
C: 2.08 0.96 5.17
O: 0.94 1.49 4.52
H: 1.73 -1.04 4.57
H: 3.47 -0.67 4.90
H: 2.74 -0.19 3.40
H: 2.84 1.74 5.24
H: 1.87 0.67 6.20
H: 0.26 0.82 4.42
C: -3.35 1.69 1.02
C: -4.67 1.83 1.77
O: -5.58 0.79 1.38
H: -3.05 0.67 0.81
H: -2.69 2.16 1.74
H: -3.28 2.32 0.13
H: -5.09 2.84 1.76
H: -4.44 1.62 2.82
H: -6.44 1.00 1.75
C: 0.43 0.09 -0.33
C: 1.14 -0.58 0.86
O: 1.00 -2.01 0.70
H: -0.57 -0.37 -0.34
H: 0.78 -0.33 -1.27
H: 0.39 1.17 -0.24
H: 0.70 -0.26 1.80
H: 2.19 -0.28 0.85
H: 0.98 -2.12 -0.26
C: 2.76 -1.50 -5.40
C: 1.83 -0.53 -4.71
O: 1.17 -1.07 -3.56
H: 2.28 -1.92 -6.29
H: 3.02 -2.29 -4.70
H: 3.65 -0.99 -5.78
H: 1.13 0.04 -5.33
H: 2.44 0.31 -4.32
H: 0.61 -0.37 -3.22
C: 0.12 3.96 -0.72
C: -0.35 5.06 -1.66
O: -0.92 6.08 -0.84
H: 0.48 3.11 -1.30
H: -0.73 3.61 -0.12
H: 0.93 4.20 -0.03
H: -1.10 4.59 -2.30
H: 0.45 5.38 -2.33
H: -0.97 6.88 -1.36
C: 3.61 1.04 -1.65
C: 5.08 0.66 -1.73
O: 5.50 -0.28 -0.75
H: 3.46 1.77 -2.46
H: 3.43 1.62 -0.74
H: 3.00 0.17 -1.87
H: 5.74 1.53 -1.71
H: 5.21 0.23 -2.73
H: 6.37 -0.05 -0.41

Its SMILES is OCCO.OCCO.OCCO.OCCO.CCO.CCO.CCO.CCO.CCO.CCO. As for the relative energy (zero: lowest compared OMol25 entry of this formula, charge and spin): 0.182 eV. Its charge is 0. For the LUMO energy, the calculation gives 0.317 eV. The value obtained for the orbital gap is 0.356 Ha. Its HOMO energy is -9.3815 eV.

***

Computed, not measured: 4 unconnected molecules or ions with the total composition C13H27N3O6 at a distorted geometry, with ωB97M-V/def2-TZVPD.

Element x y z (Å)
C: -22.96 -16.17 -7.35
C: -23.46 -15.76 -8.78
C: -22.57 -16.36 -9.83
O: -23.48 -16.87 -10.79
C: -24.69 -16.97 -10.23
O: -25.59 -17.76 -10.67
O: -24.75 -16.30 -9.04
H: -22.08 -15.53 -7.22
H: -22.72 -17.23 -7.27
H: -23.71 -15.81 -6.64
H: -23.47 -14.68 -8.94
H: -21.97 -17.12 -9.34
H: -21.87 -15.56 -10.07
C: -24.69 -17.57 2.75
N: -23.59 -16.88 2.05
C: -23.54 -17.17 0.61
C: -22.91 -15.86 2.51
O: -22.19 -15.10 1.91
H: -25.68 -17.16 2.54
H: -24.41 -17.32 3.77
H: -24.62 -18.65 2.59
H: -22.57 -17.01 0.14
H: -23.68 -18.24 0.46
H: -24.37 -16.72 0.05
H: -23.22 -15.63 3.54
C: -20.31 -10.98 -13.93
N: -20.83 -12.16 -14.56
C: -19.90 -13.03 -15.40
C: -22.16 -12.26 -14.84
O: -22.74 -13.01 -15.67
H: -21.08 -10.58 -13.27
H: -20.00 -10.20 -14.63
H: -19.49 -11.32 -13.31
H: -19.51 -12.40 -16.20
H: -19.02 -13.36 -14.85
H: -20.41 -13.94 -15.69
H: -22.76 -11.56 -14.23
C: -18.65 -22.13 -17.03
N: -18.49 -22.19 -15.58
C: -17.38 -23.08 -15.20
C: -19.47 -21.80 -14.70
O: -19.45 -22.09 -13.48
H: -19.36 -21.39 -17.42
H: -18.95 -23.13 -17.35
H: -17.69 -21.91 -17.50
H: -17.75 -24.06 -15.49
H: -16.45 -22.94 -15.74
H: -17.21 -22.96 -14.13
H: -20.34 -21.26 -15.11

Its SMILES is C[C@H]1COC(=O)O1.CN(C)C=O.CN(C)C=O.CN(C)C=O. As for the relative energy (zero: lowest compared OMol25 entry of this formula, charge and spin): 1.331 eV. Its charge is 0. For the LUMO energy, the calculation gives 0.435 eV. The value obtained for the orbital gap is 0.357 Ha. Its HOMO energy is -9.2791 eV.

***

Computed, not measured: C3H5NO2 in the gas phase at a distorted geometry, with ωB97M-V/def2-TZVPD.

Element x y z (Å)
N: 0.26 1.80 -1.61
C: 0.29 1.05 -0.70
C: 0.24 0.23 0.54
O: -0.55 0.82 1.53
C: -0.40 -1.17 0.30
O: 0.35 -2.04 -0.60
H: 1.21 0.12 0.94
H: -1.42 1.04 1.12
H: -1.36 -0.97 -0.29
H: -0.57 -1.60 1.27
H: 1.19 -2.14 -0.09

Its SMILES is N#C[C@@H](O)CO. As for the relative energy (zero: lowest compared OMol25 entry of this formula, charge and spin): 1.923 eV. Its charge is 0. For the LUMO energy, the calculation gives 0.552 eV. The value obtained for the orbital gap is 0.423 Ha. Its HOMO energy is -10.9472 eV.

***

Computed, not measured: C9H10Br2F6O in the gas phase at a distorted geometry, with ωB97M-V/def2-TZVPD.

Element x y z (Å)
F: 1.26 2.74 -2.73
C: 1.14 1.53 -2.02
F: 2.24 1.50 -1.16
F: 1.29 0.44 -2.89
C: -0.26 1.53 -1.29
O: -1.26 2.00 -2.24
C: -2.22 0.92 -2.33
C: -2.32 0.36 -0.81
C: -0.75 0.15 -0.57
C: -0.14 0.31 0.89
C: -0.21 -0.99 1.80
C: 1.03 -1.97 1.68
F: 0.55 -3.27 2.05
Br: 1.76 -2.16 -0.15
C: 2.24 -1.65 2.68
F: 3.45 -2.04 2.02
F: 2.21 -2.38 3.88
Br: 2.48 0.25 3.15
H: -0.31 2.34 -0.48
H: -3.20 1.11 -2.87
H: -1.60 0.11 -2.87
H: -2.74 -0.69 -1.01
H: -2.90 0.97 -0.06
H: -0.41 -0.69 -1.24
H: 0.90 0.76 0.80
H: -0.78 1.11 1.41
H: -0.36 -0.72 2.90
H: -1.12 -1.59 1.45

Its SMILES is FC(F)(F)[C@H]1OCC[C@@H]1CC[C@@](F)(Br)C(F)(F)Br. As for the relative energy (zero: lowest compared OMol25 entry of this formula, charge and spin): 2.314 eV. Its charge is 0. For the LUMO energy, the calculation gives 0.139 eV. The value obtained for the orbital gap is 0.382 Ha. Its HOMO energy is -10.2494 eV.

***

Computed, not measured: a molecular structure, C46H55AsKN8O7P at a distorted geometry, with ωB97M-V/def2-TZVPD.

Element x y z (Å)
K: 4.34 1.65 23.82
O: 3.32 6.30 25.10
C: 2.61 6.16 26.27
C: 2.00 7.27 26.80
C: 1.19 7.19 27.88
C: 0.99 5.97 28.47
C: 1.63 4.85 27.94
C: 2.41 4.93 26.84
C: 2.93 3.64 26.19
O: 3.30 3.71 24.93
N: 3.00 2.65 26.99
N: 3.70 1.58 26.44
C: 3.52 0.49 27.11
C: 4.10 -0.83 26.87
C: 3.69 -1.70 27.88
C: 4.04 -3.04 27.97
C: 4.82 -3.47 26.84
C: 5.26 -2.67 25.77
C: 4.92 -1.24 25.73
O: 5.16 -0.53 24.72
H: 3.45 5.30 24.81
H: 2.09 8.27 26.29
H: 0.62 7.98 28.34
H: 0.42 5.85 29.43
H: 1.52 3.82 28.38
H: 2.83 0.49 27.93
H: 3.08 -1.25 28.68
H: 3.81 -3.64 28.87
H: 5.12 -4.50 26.81
H: 5.58 -3.15 24.84
O: 3.37 -2.50 18.23
C: 2.38 -2.86 18.59
N: 4.99 2.12 18.54
N: 3.95 1.64 19.39
N: 2.72 1.75 19.12
C: 2.20 1.19 20.25
N: 3.17 0.71 21.09
N: 4.28 1.11 20.53
H: 4.63 3.04 18.22
H: 5.70 2.39 19.20
H: 1.20 1.00 20.50
C: 0.20 6.77 23.36
C: 0.12 5.29 23.37
O: -1.18 4.89 24.05
P: -2.10 3.71 23.46
O: -3.69 4.26 23.58
C: -4.14 5.01 24.71
C: -4.50 6.44 24.30
O: -2.15 2.71 24.76
C: -0.99 2.22 25.49
C: -0.86 3.03 26.75
H: 1.10 7.04 22.78
H: 0.46 7.18 24.41
H: -0.75 7.21 23.00
H: 0.92 4.84 24.06
H: 0.17 4.89 22.34
H: -3.38 5.04 25.55
H: -5.01 4.35 25.01
H: -3.61 6.88 23.95
H: -4.88 7.03 25.09
H: -5.21 6.37 23.49
H: -0.08 2.27 24.88
H: -1.07 1.14 25.79
H: -0.76 4.11 26.45
H: -0.12 2.67 27.44
H: -1.87 2.99 27.20
C: 10.21 4.12 26.53
C: 9.53 4.52 25.32
C: 8.18 4.57 25.15
C: 7.60 4.76 23.85
C: 6.10 4.85 23.92
C: 8.43 4.78 22.73
As: 7.94 4.31 20.90
N: 6.22 3.98 20.96
C: 5.23 4.67 20.31
C: 5.28 5.39 19.14
C: 4.20 6.15 18.73
C: 2.94 6.06 19.31
C: 2.81 5.10 20.40
C: 3.95 4.43 20.86
C: 8.22 6.05 20.00
C: 7.56 7.20 20.37
C: 6.48 7.26 21.38
C: 7.88 8.38 19.69
C: 8.76 8.36 18.60
C: 9.23 9.65 18.01
C: 9.29 7.15 18.16
C: 9.01 6.00 18.85
C: 9.42 4.68 18.13
C: 9.86 4.79 22.91
C: 10.77 5.16 21.79
C: 10.41 4.68 24.17
H: 11.17 4.73 26.82
H: 10.60 3.12 26.37
H: 9.57 4.09 27.47
H: 7.46 4.52 25.98
H: 5.72 4.03 24.51
H: 5.60 4.84 23.00
H: 5.90 5.78 24.42
H: 6.26 5.38 18.62
H: 4.19 6.69 17.76
H: 2.09 6.56 18.90
H: 1.91 5.01 20.90
H: 3.87 3.78 21.69
H: 6.72 6.80 22.33
H: 5.56 6.74 20.99
H: 6.34 8.30 21.67
H: 7.51 9.36 19.93
H: 8.31 10.33 17.75
H: 9.82 9.43 17.13
H: 9.81 10.30 18.69
H: 9.96 7.24 17.28
H: 9.40 4.91 17.09
H: 8.86 3.76 18.39
H: 10.49 4.44 18.16
H: 10.58 4.78 20.79
H: 11.83 4.91 21.97
H: 10.74 6.24 21.58
H: 11.41 4.78 24.46

As for the relative energy (zero: lowest compared OMol25 entry of this formula, charge and spin): 2.227 eV. Its charge is -2. For the LUMO energy, the calculation gives 3.818 eV. The value obtained for the orbital gap is 0.214 Ha. Its HOMO energy is -2.0007 eV.

***

Computed, not measured: C8H10 in the gas phase at a distorted geometry, with ωB97M-V/def2-TZVPD.

Element x y z (Å)
C: -1.13 1.94 0.03
C: -0.10 0.83 -0.06
C: 1.25 0.81 -0.01
C: 2.00 -0.60 0.08
C: 0.74 -1.57 -0.08
C: -0.44 -0.63 0.00
C: -1.80 -1.01 0.61
C: -1.72 -1.17 -0.67
H: -1.07 2.62 -0.72
H: -1.07 2.42 1.01
H: -2.15 1.48 -0.07
H: 1.77 1.79 0.06
H: 2.82 -0.57 -0.74
H: 2.55 -0.53 0.97
H: 0.63 -2.15 -0.98
H: 0.64 -2.26 0.65
H: -2.39 -1.13 1.49
H: -2.28 -1.36 -1.55

Its SMILES is CC1=CCCC12C=C2. As for the relative energy (zero: lowest compared OMol25 entry of this formula, charge and spin): 4.217 eV. Its charge is 0. For the LUMO energy, the calculation gives 1.164 eV. The value obtained for the orbital gap is 0.342 Ha. Its HOMO energy is -8.1539 eV.

***

Computed, not measured: 2 unconnected molecules or ions with the total composition C3H9NO2, with ωB97M-V/def2-TZVPD.

Element x y z (Å)
C: 1.16 -1.00 -0.95
C: 0.57 0.37 -1.14
N: -0.57 0.48 -1.86
O: 1.12 1.35 -0.70
H: 0.69 -1.76 -1.57
H: 1.00 -1.30 0.08
H: 2.22 -0.92 -1.13
H: -1.01 1.38 -1.98
H: -1.06 -0.28 -2.30
C: -0.98 0.08 1.90
O: -0.17 1.21 2.19
H: -1.54 0.24 0.97
H: -0.45 -0.87 1.86
H: -1.72 0.01 2.69
H: 0.74 1.01 1.94

Its SMILES is CC(N)=O.CO. As for the relative energy (zero: lowest compared OMol25 entry of this formula, charge and spin): 0.908 eV. Its charge is 0. For the LUMO energy, the calculation gives 0.764 eV. The value obtained for the orbital gap is 0.394 Ha. Its HOMO energy is -9.9518 eV.

***

Computed, not measured: C6H10S in the gas phase at a distorted geometry, with ωB97M-V/def2-TZVPD.

Element x y z (Å)
C: -1.23 2.00 -0.19
C: -0.84 0.90 -0.21
C: -0.27 -0.54 -0.14
C: -0.81 -1.40 -1.28
C: -0.53 -1.09 1.28
S: 1.55 -0.40 -0.37
C: 2.05 1.32 0.01
H: -1.84 2.82 0.16
H: -0.01 -2.14 -1.53
H: -1.13 -0.83 -2.05
H: -1.76 -2.03 -0.86
H: 0.08 -0.59 1.99
H: -1.58 -0.83 1.65
H: -0.10 -2.16 1.42
H: 2.85 1.30 0.74
H: 1.11 1.91 0.16
H: 2.46 1.77 -0.78

Its SMILES is C#CC(C)(C)SC. As for the relative energy (zero: lowest compared OMol25 entry of this formula, charge and spin): 3.632 eV. Its charge is 0. For the LUMO energy, the calculation gives 0.958 eV. The value obtained for the orbital gap is 0.349 Ha. Its HOMO energy is -8.5451 eV.

***

Computed, not measured: 2 unconnected molecules or ions with the total composition CH5N2S at a distorted geometry, with ωB97M-V/def2-TZVPD.

Element x y z (Å)
S: 1.43 -2.05 0.53
H: 1.51 -2.28 1.82
N: -0.37 0.37 0.76
C: -0.62 0.54 -0.59
N: -1.19 1.64 -1.09
H: 0.32 0.98 1.36
H: 0.05 -0.61 0.66
H: -0.04 -0.12 -1.34
H: -1.09 1.54 -2.11

As for the relative energy (zero: lowest compared OMol25 entry of this formula, charge and spin): 1.211 eV. Its charge is -1. For the LUMO energy, the calculation gives 4.428 eV. The value obtained for the orbital gap is 0.279 Ha. Its HOMO energy is -3.1626 eV.

***

Computed, not measured: a molecular structure, C37H48N9PtSe at a distorted geometry, with ωB97M-V/def2-TZVPD.

Element x y z (Å)
Pt: 0.07 0.78 0.20
C: 1.64 -1.68 -1.75
N: 2.64 -0.60 -1.76
C: 2.82 -0.02 -3.09
C: 2.85 0.11 -0.62
N: 1.97 -0.03 0.39
C: 2.42 -0.09 1.75
C: 3.70 -0.49 2.14
C: 4.03 -0.58 3.48
C: 3.09 -0.28 4.45
C: 1.79 0.05 4.08
C: 1.44 0.09 2.73
N: 0.11 0.39 2.30
C: -0.90 -0.04 3.07
N: -1.98 0.74 3.23
C: -3.31 0.22 3.52
C: -1.94 2.17 2.96
N: -0.90 -1.25 3.69
C: -1.31 -1.41 5.08
C: -0.09 -2.34 3.16
N: 3.98 0.83 -0.55
C: 4.11 2.00 0.30
C: 5.19 0.51 -1.31
H: 1.85 -2.32 -2.60
H: 0.63 -1.28 -1.84
H: 1.72 -2.26 -0.83
H: 1.85 0.24 -3.50
H: 3.32 -0.73 -3.74
H: 3.42 0.89 -3.03
H: 4.44 -0.72 1.38
H: 5.03 -0.87 3.76
H: 3.35 -0.31 5.50
H: 1.05 0.29 4.83
H: -3.33 -0.87 3.44
H: -4.02 0.64 2.81
H: -3.63 0.50 4.53
H: -0.92 2.53 3.05
H: -2.58 2.67 3.69
H: -2.29 2.40 1.96
H: -1.80 -0.51 5.44
H: -0.42 -1.59 5.69
H: -1.99 -2.25 5.20
H: 0.12 -2.17 2.11
H: -0.64 -3.28 3.27
H: 0.86 -2.43 3.69
H: 3.13 2.33 0.63
H: 4.55 2.81 -0.29
H: 4.74 1.80 1.17
H: 5.07 -0.43 -1.83
H: 6.02 0.42 -0.61
H: 5.42 1.30 -2.03
C: -1.76 7.75 -0.35
C: -1.17 6.39 -0.65
C: -1.47 5.72 -1.83
C: -0.92 4.48 -2.12
C: -1.25 3.87 -3.46
C: -0.07 3.86 -1.19
Se: 0.73 2.17 -1.69
C: 0.27 4.54 -0.01
C: 1.27 4.05 1.00
C: -0.29 5.79 0.24
H: -2.51 8.03 -1.09
H: -0.98 8.52 -0.36
H: -2.23 7.77 0.63
H: -2.13 6.19 -2.55
H: -1.94 4.52 -4.00
H: -1.70 2.87 -3.38
H: -0.36 3.73 -4.07
H: 1.32 2.96 1.05
H: 1.04 4.42 1.99
H: 2.28 4.41 0.75
H: -0.03 6.31 1.15
N: -6.99 -0.29 0.01
C: -8.31 0.13 -0.05
C: -9.52 -0.56 0.04
C: -10.66 0.20 -0.06
C: -10.61 1.60 -0.26
C: -9.41 2.26 -0.35
C: -8.24 1.51 -0.25
N: -6.91 1.92 -0.32
C: -6.22 0.83 -0.16
C: -4.75 0.80 -0.16
C: -4.05 1.92 -0.58
C: -2.67 1.90 -0.56
N: -1.96 0.84 -0.12
C: -2.64 -0.23 0.30
C: -4.02 -0.30 0.28
H: -6.67 -1.24 0.08
H: -9.56 -1.63 0.19
H: -11.63 -0.28 0.00
H: -11.54 2.15 -0.33
H: -9.36 3.33 -0.50
H: -4.58 2.79 -0.93
H: -2.09 2.74 -0.90
H: -2.05 -1.07 0.64
H: -4.50 -1.21 0.63

As for the relative energy (zero: lowest compared OMol25 entry of this formula, charge and spin): 0.000 eV. Its charge is +1. For the LUMO energy, the calculation gives -2.732 eV. The value obtained for the orbital gap is 0.251 Ha. Its HOMO energy is -9.5509 eV.

***

Number 1: electronic energy -5874.79037 Ha. Number 2: electronic energy -1851.17215 Ha. Number 3: electronic energy -1127.18875 Ha. Number 4: electronic energy -322.50367 Ha. Number 5: electronic energy -6171.33667 Ha. Number 6: electronic energy -5927.62110 Ha. Number 7: electronic energy -310.68070 Ha. Number 8: electronic energy -324.93923 Ha. Number 9: electronic energy -632.67601 Ha. Number 10: electronic energy -548.80239 Ha. Number 11: electronic energy -4452.14993 Ha.